Here is 2 unconnected molecules or ions with the total composition C4H11N2O2 from the OMol25 dataset. Energies are from wB97M-V/def2-TZVPD.

Output
net charge: -1
lowest unoccupied orbital energy: 4.0 eV
HOMO-LUMO gap: 0.2900 Ha
energy above the lowest of the compared OMol25 structures with the same formula, charge and spin: 134.2 kJ/mol
DFT total energy: -11402.6574 eV

XYZ file:
```
19
Properties=species:S:1:pos:R:3:forces:R:3
C -2.3368 -1.0371 -1.5410 -0.1262 0.1462 -0.0096
C -2.4486 -0.6210 -0.0811 0.1873 -0.1109 -0.0187
N -1.3343 -0.8346 0.6238 -0.2780 -0.0234 -0.0794
O -3.4912 -0.1238 0.3619 -0.2137 -0.0097 0.0031
H -1.7592 -0.2719 -2.0658 0.0594 -0.1556 -0.0249
H -3.3272 -1.1009 -1.9874 -0.0588 0.0285 0.0598
H -1.8185 -1.9897 -1.6380 0.1111 0.0918 -0.0340
H -0.3104 -0.9520 0.0736 0.1577 0.0845 0.0621
H -1.4266 -0.4931 1.5709 0.1586 0.0162 0.0103
C 1.7917 -0.0868 -0.3260 -0.2083 -0.2249 -0.1844
O 0.8320 -1.0148 -0.6411 -0.0452 0.0248 0.0569
C 1.4547 0.7721 0.8906 0.2911 -0.0175 0.2006
N 2.5602 1.7002 1.1979 -0.0214 0.0912 0.0058
H 2.7630 -0.5668 -0.1082 0.1583 0.0689 -0.0008
H 1.9863 0.6180 -1.1701 0.0527 0.0281 0.0175
H 0.4987 1.2749 0.7392 -0.1390 0.0918 -0.1097
H 1.3371 0.1060 1.7471 -0.0447 -0.0430 0.0861
H 2.7306 2.3010 0.3981 -0.0269 -0.0619 -0.0550
H 2.2984 2.3203 1.9554 -0.0140 -0.0250 0.0143
```
Forces are in eV/Å.

=====

Here is 6 unconnected molecules or ions with the total composition C4H20N2O6 in a non-equilibrium geometry from the OMol25 dataset. Energies are from wB97M-V/def2-TZVPD.

Output
lowest unoccupied orbital energy: 0.6 eV
HOMO-LUMO gap: 0.3734 Ha
energy above the lowest of the compared OMol25 structures with the same formula, charge and spin: 161.2 kJ/mol
DFT total energy: -19738.0886 eV

XYZ file:
```
32
Properties=species:S:1:pos:R:3:forces:R:3
C -1.1634 -0.9096 0.7044 -0.7837 -0.3530 1.1037
N -1.7369 0.2102 1.2100 1.0964 -0.1149 -0.6037
C -1.1153 0.7760 2.4018 0.7515 -0.2505 0.3028
C -2.5451 1.0587 0.2795 0.8010 -1.2476 1.6914
C -1.7026 1.7949 -0.7620 -0.2585 0.7042 1.1622
N -0.6459 0.9692 -1.3062 -0.5893 -0.2863 -0.9663
O -0.1433 -1.4293 1.1622 -0.3296 0.3324 -0.1272
H -1.8392 -1.4516 0.0279 0.4212 0.1828 -0.5629
H -1.3451 1.8384 2.4117 0.0481 -0.1245 0.5760
H -0.0371 0.6171 2.4868 0.1422 0.5746 -1.0451
H -1.3258 0.1887 3.3068 -1.2128 0.4435 -0.1115
H -3.2278 0.3211 -0.1342 -0.3900 0.4042 -0.4293
H -3.0318 1.7346 0.9846 -0.4819 0.1443 -0.6104
H -2.4341 2.1624 -1.4907 0.4518 -0.2369 -0.3554
H -1.2857 2.6875 -0.2786 -0.0541 -0.0076 -0.0062
H -0.4153 1.3352 -2.2202 0.2586 -0.1580 -0.0587
H 0.2051 1.0059 -0.7658 0.0443 0.2298 0.1800
H 1.9636 -0.7779 -2.0833 0.0819 0.2091 -0.5838
H 3.2529 0.1433 -1.9896 0.1617 -0.1779 -0.2119
O 2.2967 0.1315 -1.9266 -0.0767 0.1117 0.4379
H 2.2464 0.0498 -0.1403 0.0257 0.4308 0.5802
H 1.3414 -0.3442 1.0432 0.5017 0.3144 0.1527
O 2.1158 0.2300 0.8258 -0.5457 -0.7667 -0.6113
H 0.6566 -2.4577 -1.9137 -0.6027 -0.3944 -0.0064
H -0.0052 -1.3827 -2.8451 -0.0037 -0.1051 0.3350
O 0.7821 -1.9227 -2.7059 0.3475 0.0876 -0.2279
H 1.3179 -2.5904 -0.1809 -0.1816 -0.0996 0.9483
H 0.5473 -3.7199 0.6023 0.0605 0.6415 0.0257
O 0.9304 -3.4677 -0.2423 0.3587 -0.6649 -1.0576
H 1.7361 3.1495 1.6626 -0.0514 0.1004 -0.0194
H 1.5289 1.8769 0.8508 -0.0749 0.2701 0.1854
O 1.1548 2.7784 0.9926 0.0837 -0.1936 -0.0862
```
Forces are in eV/Å.

=====

Here is 13 unconnected molecules or ions with the total composition C29H55Cl24N2O2 in a non-equilibrium geometry from the OMol25 dataset. Energies are from wB97M-V/def2-TZVPD.

Output
lowest unoccupied orbital energy (alpha / beta): -0.3 / -0.4 eV
HOMO-LUMO gap (alpha / beta): 0.3233 / 0.3437 Ha
⟨S²⟩: 0.7548
2S+1: 2
DFT total energy: -338567.7226 eV

XYZ file:
```
112
Properties=species:S:1:pos:R:3:forces:R:3
C 0.9235 1.0594 5.8366 -0.8733 -0.4618 0.4144
C -0.6367 1.2415 5.3022 0.5654 0.1069 0.4543
C -1.0176 2.8412 5.1226 -0.3615 -0.2249 -1.1660
C -1.6149 3.0356 3.5864 1.3115 -0.1302 0.4580
C -0.2692 3.2255 2.6114 -1.9184 0.3840 0.0313
C -0.7641 3.0074 1.0646 -0.0809 0.9434 0.0376
C 0.4008 2.5445 0.0126 -0.3842 1.1966 0.4904
C 0.8237 0.9637 0.0716 0.1793 0.2642 1.3055
N 0.9532 0.5109 -1.3984 6.3788 4.0194 -3.4064
C 1.9849 1.1673 -2.0211 2.5382 0.9425 0.7072
O 3.0787 1.7879 -2.5179 -8.7831 -5.0159 3.4666
C -0.2810 -0.0363 0.7498 -0.5302 0.0691 -0.0251
C 0.2542 -1.5821 1.0049 -2.7323 -1.3697 0.1458
C -0.8810 -2.2499 2.0395 -0.2083 -0.1442 -0.5979
C 0.1746 -2.5340 -0.3542 -0.8666 0.3326 0.0710
N 1.5661 -1.6753 1.7467 -0.9631 2.8765 1.5643
O 1.4069 -1.4487 3.0870 0.4449 -0.7481 -3.2785
C 2.6530 -0.8045 1.1641 3.3111 0.4136 0.2841
C 3.8505 -0.7492 2.3325 0.0636 0.0347 -0.1999
C 3.4127 -1.4877 -0.1587 0.4949 0.5752 0.2771
C 2.2245 0.7683 0.9193 -0.8340 -0.0991 0.9011
H 1.1880 1.9088 6.6095 -0.4624 -1.6643 -1.6030
H 1.6609 1.0997 4.9187 -1.6111 -0.3062 2.1299
H 0.9904 0.0162 6.4128 0.1266 2.2563 -1.4504
H -1.4084 0.7503 6.0659 1.7538 0.9624 -1.7446
H -0.6787 0.6530 4.2644 -0.1799 1.3607 2.2200
H -0.0288 3.5019 5.1922 -2.1990 -1.3652 0.0703
H -1.8327 3.2190 5.8907 1.8905 -0.9114 -1.3792
H -2.3498 3.9448 3.5315 1.4362 -1.7161 -0.1072
H -2.1545 2.0413 3.2570 0.8725 2.0503 0.6951
H 0.0806 4.3553 2.7225 -0.3290 -2.5865 -0.0806
H 0.5134 2.4492 3.0024 -1.2787 1.5346 -0.9449
H -1.1462 4.0743 0.6880 0.7847 -2.3105 0.7584
H -1.7260 2.3245 1.0742 2.1167 1.1326 -0.2763
H 0.0361 2.9105 -1.0637 0.8478 -1.2294 2.2701
H 1.3556 3.2197 0.2503 -1.8840 -1.5616 -0.4936
H -1.2522 -0.0412 0.0580 2.3218 -0.2569 1.4952
H -0.6786 0.3284 1.8148 1.3081 -0.4112 -2.3106
H -1.2001 -1.4916 2.8948 0.7986 -1.7745 -1.8328
H -1.8334 -2.5161 1.3715 1.9962 0.6145 1.5333
H -0.4530 -3.2523 2.5105 -0.9262 2.2486 -0.9629
H -0.9724 -2.4978 -0.6837 2.4686 -0.0489 0.7286
H 0.3986 -3.6764 -0.1119 -0.1947 2.5846 -0.4727
H 0.7814 -2.1170 -1.2619 -0.9852 -0.9722 1.9401
H 3.5783 0.0062 3.1984 0.4152 -1.8391 -1.7444
H 4.0095 -1.8494 2.7664 -0.4165 2.5756 -0.9258
H 4.8832 -0.3542 1.8840 -2.4341 -0.9211 0.6954
H 3.7239 -2.6156 0.0379 -1.0069 2.3370 -0.3746
H 4.4398 -0.8985 -0.2769 -2.2634 -1.1396 0.1871
H 2.8168 -1.3475 -1.1549 1.1027 -0.5392 1.9851
H 3.1303 1.3967 0.5090 -1.7842 -1.3734 0.5000
H 2.0031 1.2096 2.0065 0.3996 -0.9590 -2.3345
C -2.9920 -1.7279 -2.5871 0.1738 -0.1557 -0.3640
Cl -3.0878 -0.2899 -1.5634 -0.1311 0.1242 -0.1099
Cl -3.9649 -3.0465 -1.9241 0.0368 0.0505 -0.0547
H -3.3619 -1.4798 -3.5848 0.0013 0.0056 0.3140
H -1.9501 -2.0513 -2.6496 -0.3468 0.1250 0.1342
C -1.4753 2.4612 -3.3059 0.2804 0.1234 0.3568
Cl -2.6586 3.6032 -2.6574 0.2757 -0.3023 0.1830
Cl -2.1749 1.4909 -4.6074 0.0878 -0.1826 -0.0207
H -0.6207 3.0182 -3.6974 -0.2848 -0.0808 -0.0224
H -1.1462 1.7961 -2.5038 -0.2256 0.0312 -0.2560
C 0.6408 -1.2741 -5.0411 0.1996 0.3602 0.0293
Cl 0.0168 -1.5702 -6.6683 0.0209 0.1257 0.0141
Cl 0.2161 -2.5959 -3.9468 0.1498 -0.0243 -0.0065
H 1.7290 -1.1867 -5.0877 -0.2792 -0.1584 -0.0322
H 0.2119 -0.3445 -4.6593 -0.0353 -0.2835 -0.0998
C -2.9441 -7.0407 -1.3920 -0.1657 -0.3703 -0.0196
Cl -2.7486 -6.3905 -3.0242 -0.0197 -0.1322 0.0047
Cl -2.3545 -5.8991 -0.1778 0.0285 -0.0255 0.1470
H -4.0038 -7.2363 -1.2114 0.2732 0.1834 -0.0600
H -2.3777 -7.9715 -1.3096 -0.0546 0.3317 -0.0409
C -2.5112 1.7122 -8.1543 0.0385 -0.2933 0.2455
Cl -1.1294 2.2372 -9.1239 0.0365 -0.0819 0.0154
Cl -3.9121 2.7557 -8.4261 -0.0757 -0.0777 0.0454
H -2.7716 0.6878 -8.4312 0.0566 0.3202 -0.0651
H -2.2389 1.7507 -7.0967 -0.0581 0.1484 -0.4220
C 4.9943 2.7724 4.8552 0.3092 0.2945 0.0699
Cl 3.3132 2.8126 4.3099 0.2287 0.3844 -0.1332
Cl 5.5745 1.1093 5.0057 0.0229 0.2306 0.1506
H 5.6165 3.3019 4.1298 -0.2033 -0.2293 0.1193
H 5.0642 3.2629 5.8291 -0.1228 -0.2150 -0.2306
C -2.4522 7.6278 -2.6913 0.0649 -0.1052 -0.3270
Cl -3.4342 8.9378 -2.0247 -0.0089 0.0199 -0.1142
Cl -1.7630 6.6312 -1.4041 0.1303 0.0625 0.0472
H -3.0805 7.0010 -3.3287 0.1670 0.1498 0.3301
H -1.6396 8.0575 -3.2821 -0.1846 -0.0615 0.2616
C 6.7449 -2.9012 2.5131 0.2251 -0.0040 -0.2199
Cl 6.6491 -1.4632 3.5368 0.5322 -0.2032 0.0041
Cl 5.7719 -4.2198 3.1761 0.0187 -0.0559 -0.0972
H 6.3750 -2.6530 1.5154 -0.0543 -0.0084 0.2963
H 7.7867 -3.2246 2.4506 -0.2982 0.0731 0.1294
C 2.6251 1.9619 -9.6818 0.2034 0.2878 0.1051
Cl 2.0010 1.6658 -11.3090 0.0425 0.1003 -0.0058
Cl 2.2004 0.6402 -8.5874 0.0691 0.0375 0.0782
H 3.7132 2.0494 -9.7284 -0.3027 -0.1363 -0.0356
H 2.1962 2.8915 -9.2999 -0.0121 -0.3080 -0.1096
C -5.3368 6.0501 -5.6230 -0.3330 -0.1822 -0.2730
Cl -4.1745 4.7753 -5.2369 -0.2254 0.1143 -0.0910
Cl -4.6720 7.6477 -5.2617 -0.2055 0.1104 -0.1456
H -5.5810 5.9987 -6.6868 0.1769 0.0586 0.2619
H -6.2414 5.8986 -5.0290 0.3296 0.0651 -0.0547
C -2.5815 -6.3487 3.7806 0.2755 0.2035 -0.2947
Cl -2.6773 -4.9107 4.8043 0.0574 -0.0020 -0.1343
Cl -3.5544 -7.6674 4.4436 -0.1062 -0.1093 -0.1540
H -2.9514 -6.1006 2.7829 -0.0114 -0.0755 0.3189
H -1.5396 -6.6721 3.7181 -0.2775 0.0635 0.1419
C -1.6267 -8.5596 7.2595 -0.2936 -0.0566 -0.1457
Cl -0.4644 -9.8343 7.6456 -0.0445 -0.1106 -0.0101
Cl -0.9619 -6.9620 7.6208 -0.1025 0.0265 -0.0591
H -1.8709 -8.6110 6.1957 0.2012 0.0234 0.3718
H -2.5313 -8.7111 7.8535 0.3131 0.0604 -0.0719
```
Forces are in eV/Å.

=====

Here is 2 unconnected molecules or ions with the total composition C5H7NO2 in a non-equilibrium geometry from the OMol25 dataset. Energies are from wB97M-V/def2-TZVPD.

Output
lowest unoccupied orbital energy: 0.4 eV
HOMO-LUMO gap: 0.3389 Ha
energy above the lowest of the compared OMol25 structures with the same formula, charge and spin: 397.3 kJ/mol
DFT total energy: -10879.4992 eV

XYZ file:
```
15
Properties=species:S:1:pos:R:3:forces:R:3
C -2.4192 -0.8642 -0.4889 0.5800 -0.6205 1.2007
C 1.5019 -1.0862 -0.5871 0.2405 0.1650 -0.2325
C -1.0093 1.0573 1.0237 1.0250 1.7807 -0.5159
C -2.1776 0.3720 -0.8600 -1.5787 0.4762 -4.3385
C 1.7032 0.0780 -0.0394 -0.4952 2.0956 2.4822
N -1.4389 1.2673 -0.1554 0.2842 0.2046 1.7624
O -2.4636 -1.8992 0.0321 -0.3862 0.0900 -0.4901
O 2.8043 0.5574 0.6409 1.2496 -0.8805 -0.5210
H 0.4887 -1.2496 -0.8407 -0.6134 -0.6648 -0.6938
H 2.3091 -1.7523 -0.7492 0.3363 -0.9125 -0.1820
H -0.3455 1.8062 1.3925 0.1703 1.2038 0.1949
H -0.9059 0.2826 1.7352 -1.1707 -1.9682 0.1160
H -2.4794 0.7213 -1.9394 0.3953 -0.9912 2.3266
H 0.8318 0.7688 0.1771 1.7374 -0.8648 -0.7684
H 3.6005 -0.0594 0.6585 -1.7745 0.8867 -0.3406
```
Forces are in eV/Å.

=====

Question: Among the records above, which one has the highest DFT total energy?
Answer: C5H7NO2